Formula: C3H11O2S
Source: OMol25
Level of theory: ωB97M-V with the def2-TZVPD basis set

Calculated values
Strongest force on any atom in eV Å⁻¹: 0.4
E_HOMO in eV: -3.19
Total charge: -1
Total energy in Eh: -669.62092

```
17
Properties=species:S:1:pos:R:3:forces:R:3
C -0.966558 1.082297 1.375591 -0.04 0.05 0.04
C -0.845742 0.889723 -0.134404 0.30 0.10 0.03
C 0.604741 0.565139 -0.541172 -0.32 -0.28 -0.09
S 0.975375 -1.228436 -0.492077 0.05 -0.01 0.19
H -0.427904 0.298868 1.913932 -0.10 -0.02 -0.05
H -1.999759 1.112569 1.734706 -0.03 -0.13 -0.10
H -0.526261 2.040478 1.657970 0.14 0.05 0.04
H -1.436100 0.042906 -0.471943 -0.33 -0.02 -0.02
H -1.204654 1.801514 -0.640183 0.04 -0.16 0.01
H 1.273094 1.091932 0.140240 0.20 0.15 -0.13
H 0.790776 0.890826 -1.566030 0.07 0.23 0.05
H 0.700279 -1.512048 -2.823027 0.17 0.17 0.14
H -0.271722 -0.570684 -3.458669 0.09 -0.05 -0.09
O 0.464414 -1.144503 -3.701361 -0.25 -0.03 -0.03
H 0.406965 -2.292800 2.532286 0.30 0.27 0.12
H 1.328453 -1.395225 1.773333 -0.03 -0.08 0.00
O 1.134602 -1.672557 2.700811 -0.27 -0.25 -0.12
```
Positions in Å, forces in eV/Å.

These are the Löwdin partial charges, in e, on atoms 1 to 4: number 1, C, carries -0.142; number 2, C, carries -0.370; number 3, C, carries -0.696; number 4, S, carries 0.327